The following is a DFT calculation (ωB97M-V with the def2-TZVPD basis set) of a structure of composition C24H18F5O2V.

The LUMO energy (spin up / spin down) comes out at 2.2 / 2.2 eV. The HOMO energy (spin up / spin down) comes out at -3.6 / -3.6 eV. Its HOMO-LUMO gap (spin up / spin down) is 5.85 / 5.84 eV. As for the total charge: -1. As for the electronic energy: -68548.09450 eV. For the largest force on an atom, the calculation gives 5.2 eV Å⁻¹. Its multiplicity is 4. The relative energy (zero: lowest compared OMol25 entry of this formula, charge and spin) is 0.0000 eV.

XYZ file:
```
50
Properties=species:S:1:pos:R:3:forces:R:3:nbo_charge:R:1
C -2.257 1.048 -0.540 0.00 1.31 -0.44 -0.3137
C -1.564 1.687 0.540 -0.16 0.86 -0.56 -0.3146
C -0.258 2.077 0.069 -0.72 0.53 -0.52 -0.3539
H -1.976 1.839 1.536 0.15 -0.28 -0.29 0.2755
C -0.161 1.692 -1.321 -0.45 0.85 -0.21 -0.3382
C -1.389 1.041 -1.692 -0.42 1.30 0.12 -0.3482
H -1.635 0.616 -2.665 0.17 0.14 0.33 0.2302
H -3.278 0.676 -0.499 0.43 -0.10 0.13 0.2551
H 0.505 2.565 0.670 -0.20 -0.06 -0.22 0.2207
H 0.673 1.894 -1.989 -0.18 -0.23 0.27 0.2259
C 0.104 -1.680 1.379 -0.57 -0.51 -1.03 -0.3680
C -1.330 -1.788 1.343 0.95 -0.06 -0.50 -0.2623
C -1.730 -2.123 0.017 1.22 0.08 0.38 -0.3051
H -1.992 -1.718 2.196 -0.01 0.52 -0.29 0.2800
C -0.546 -2.297 -0.777 0.31 0.34 1.07 -0.3396
C 0.597 -2.032 0.062 -0.71 -0.08 0.29 -0.3668
H 1.636 -2.163 -0.215 -0.15 0.17 -0.04 0.2299
H 0.692 -1.409 2.249 -0.03 -0.19 -0.14 0.2253
H -2.753 -2.275 -0.309 0.18 0.12 0.06 0.2359
H -0.520 -2.664 -1.795 0.05 0.22 0.04 0.2221
V -0.495 -0.008 -0.126 0.07 -4.99 1.50 0.8780
O 2.582 0.485 -0.803 2.35 1.07 -0.52 -0.4815
C 3.292 1.370 0.069 0.08 -0.09 -1.40 -0.0831
C 3.779 1.280 -1.366 -2.13 -0.29 2.00 0.0216
H 2.778 2.297 0.369 0.09 -0.59 0.00 0.1890
H 3.881 0.844 0.832 -0.19 0.42 -0.19 0.1839
H 3.405 2.050 -2.041 0.25 -0.16 0.11 0.2056
H 5.643 2.086 -3.202 0.04 -0.40 0.20 0.2094
C 5.960 1.203 -2.632 -0.93 0.15 0.37 -0.1951
C 5.070 0.647 -1.671 1.64 -0.92 -0.10 -0.0819
C 5.555 -0.456 -0.921 0.18 0.45 -0.53 -0.1383
H 4.932 -0.900 -0.148 0.02 0.03 -0.21 0.2127
C 6.840 -0.969 -1.146 -0.07 0.18 -0.23 -0.2306
H 7.199 -1.821 -0.571 -0.19 0.18 -0.03 0.2125
C 7.689 -0.410 -2.109 -0.48 0.31 0.00 -0.2190
H 8.692 -0.809 -2.284 -0.38 0.09 0.11 0.2122
C 7.234 0.690 -2.847 0.23 -0.38 0.16 -0.2179
H 7.887 1.143 -3.598 -0.28 -0.10 0.26 0.2119
F -8.946 -0.519 2.117 -0.75 -0.10 0.04 -0.3232
C -7.608 -0.419 2.103 0.62 0.09 0.02 0.1523
C -6.818 -1.576 2.058 -0.28 0.62 0.21 0.3065
F -7.415 -2.787 2.091 -0.03 0.11 -0.20 -0.3287
C -5.452 -1.467 2.071 0.15 0.85 0.04 0.1810
F -4.680 -2.573 2.042 -0.08 -0.07 0.05 -0.3243
C -4.791 -0.192 2.192 0.34 -0.02 0.07 0.2856
O -3.540 -0.099 2.328 -0.09 0.09 -0.11 -0.7540
C -5.645 0.965 2.184 0.23 -1.01 -0.03 0.2011
F -5.047 2.169 2.256 -0.19 0.16 0.08 -0.3204
C -7.013 0.845 2.180 0.01 -0.39 0.06 0.2653
F -7.789 1.945 2.315 -0.06 -0.18 -0.19 -0.3209
```
Forces are in eV/Å.

***

The following is a DFT calculation (ωB97M-V with the def2-TZVPD basis set) of a structure of composition C24H18N4O3RuS.

The LUMO energy (spin up / spin down) comes out at -6.0 / -9.0 eV. The HOMO energy (spin up / spin down) comes out at -14.2 / -14.6 eV. Its HOMO-LUMO gap (spin up / spin down) is 8.16 / 5.63 eV. As for the total charge: +2. As for the electronic energy: -50685.09281 eV. For the largest force on an atom, the calculation gives 0.5 eV Å⁻¹. Its multiplicity is 5. The relative energy (zero: lowest compared OMol25 entry of this formula, charge and spin) is 0.0566 eV.

XYZ file:
```
51
Properties=species:S:1:pos:R:3:forces:R:3:nbo_charge:R:1
Ru -0.594 -0.320 0.422 0.39 0.17 -0.20 1.3748
O -2.401 -1.547 0.828 -0.25 0.05 0.37 -0.9292
S -2.330 -2.317 -0.436 -0.20 -0.09 0.00 2.2914
O -3.437 -2.261 -1.322 0.04 0.02 -0.07 -0.8604
N -0.989 -1.531 -1.018 0.20 -0.08 -0.16 -0.7805
C 0.094 -2.172 -1.662 -0.11 0.10 0.01 0.1704
C 0.033 -3.000 -2.746 0.06 -0.08 -0.07 -0.1912
C 1.229 -3.561 -3.253 -0.07 0.01 0.00 -0.1725
C 2.440 -3.286 -2.683 0.04 0.02 0.04 -0.1534
C 2.520 -2.430 -1.555 0.02 -0.04 -0.05 -0.0849
C 3.713 -2.105 -0.873 0.01 0.01 0.01 -0.0428
C 3.674 -1.290 0.230 -0.04 0.01 0.00 -0.2609
C 2.445 -0.783 0.667 0.03 0.00 -0.01 0.1132
N 1.309 -1.058 0.044 -0.09 -0.14 -0.03 -0.4797
C 1.331 -1.880 -1.060 0.14 0.09 0.12 0.1285
C -1.879 -3.959 -0.101 -0.01 -0.07 -0.04 -0.3302
C -2.462 -4.964 -0.864 0.02 -0.01 0.01 -0.1799
C -2.091 -6.278 -0.619 0.00 0.00 0.00 -0.1939
C -1.155 -6.563 0.364 0.01 0.01 0.00 -0.1435
C -0.582 -5.544 1.122 0.00 -0.03 0.00 -0.1870
C -0.944 -4.230 0.895 0.01 0.04 0.02 -0.2067
H -0.915 -3.221 -3.219 0.00 0.00 0.00 0.2474
H 1.174 -4.214 -4.113 0.00 0.00 0.00 0.2495
H 3.348 -3.719 -3.081 0.00 0.00 0.00 0.2450
H 4.654 -2.509 -1.225 0.00 0.00 0.00 0.2486
H 4.573 -1.031 0.770 0.00 0.00 0.01 0.2586
H 2.378 -0.139 1.534 0.00 0.00 0.00 0.2279
H -3.199 -4.719 -1.617 0.00 0.00 0.00 0.2568
H -2.540 -7.078 -1.191 0.00 0.00 0.00 0.2461
H -0.872 -7.590 0.553 0.00 0.00 0.00 0.2427
H 0.131 -5.783 1.899 0.00 0.01 0.00 0.2386
H -0.528 -3.434 1.500 -0.01 0.00 -0.01 0.2225
O -0.141 0.839 2.062 -0.06 -0.05 -0.02 -0.5899
C -0.519 1.974 2.479 0.03 -0.02 0.02 0.4435
C -0.072 2.380 3.784 0.00 0.00 0.00 -0.1330
C -0.451 3.573 4.314 0.01 -0.01 0.01 -0.2025
C -1.295 4.420 3.572 -0.01 0.01 -0.02 -0.0531
C -1.743 4.058 2.299 0.01 0.01 0.01 -0.1711
C -1.376 2.865 1.713 -0.02 0.03 -0.03 -0.1006
C -1.850 2.512 0.379 -0.06 -0.02 0.06 0.3629
N -1.708 1.349 -0.257 -0.08 0.07 0.03 -0.5327
C -2.349 1.450 -1.469 0.01 -0.04 0.03 -0.0487
C -2.886 2.693 -1.572 -0.03 0.04 0.01 -0.0224
N -2.566 3.339 -0.409 0.02 -0.01 -0.04 -0.4593
H 0.563 1.685 4.317 0.00 0.00 0.00 0.2441
H -0.119 3.872 5.298 0.00 -0.01 0.00 0.2589
H -1.611 5.365 3.992 0.00 0.00 0.00 0.2501
H -2.404 4.745 1.789 0.00 0.01 0.00 0.2254
H -2.384 0.628 -2.162 0.00 0.00 -0.01 0.2553
H -3.457 3.162 -2.354 0.00 0.00 0.00 0.2622
H -2.821 4.290 -0.197 0.00 0.00 0.00 0.4457
```
Forces are in eV/Å.

***

The following is a DFT calculation (ωB97M-V with the def2-TZVPD basis set) of a structure of composition C24H18N4O3RuS.

The LUMO energy (spin up / spin down) comes out at -6.1 / -9.0 eV. The HOMO energy (spin up / spin down) comes out at -14.2 / -14.6 eV. Its HOMO-LUMO gap (spin up / spin down) is 8.18 / 5.55 eV. As for the total charge: +2. As for the electronic energy: -50685.14937 eV. For the largest force on an atom, the calculation gives 0.4 eV Å⁻¹. Its multiplicity is 5. The relative energy (zero: lowest compared OMol25 entry of this formula, charge and spin) is 0.0000 eV.

XYZ file:
```
51
Properties=species:S:1:pos:R:3:forces:R:3:nbo_charge:R:1
Ru -0.514 -0.198 0.330 0.28 -0.16 -0.07 1.3563
O -2.365 -1.510 0.777 -0.15 0.04 0.02 -0.9329
S -2.276 -2.244 -0.502 -0.22 -0.23 0.16 2.2886
O -3.351 -2.168 -1.430 0.02 0.14 0.01 -0.8713
N -0.913 -1.475 -1.066 0.28 0.05 -0.15 -0.7761
C 0.169 -2.152 -1.672 -0.08 0.03 0.04 0.1702
C 0.122 -2.986 -2.756 0.06 0.00 -0.02 -0.1869
C 1.315 -3.594 -3.208 -0.06 0.00 -0.01 -0.1741
C 2.510 -3.371 -2.583 0.04 0.01 0.02 -0.1502
C 2.575 -2.518 -1.452 0.00 -0.02 -0.03 -0.0868
C 3.749 -2.246 -0.718 0.00 -0.04 -0.05 -0.0406
C 3.694 -1.429 0.382 -0.03 0.03 0.04 -0.2618
C 2.470 -0.867 0.758 0.02 0.05 0.08 0.1148
N 1.351 -1.093 0.087 -0.18 0.05 -0.03 -0.4830
C 1.390 -1.914 -1.013 0.10 -0.03 -0.02 0.1320
C -1.861 -3.904 -0.196 0.05 -0.06 -0.01 -0.3277
C -2.425 -4.886 -1.002 -0.02 0.02 -0.03 -0.1821
C -2.084 -6.209 -0.771 0.01 -0.01 0.01 -0.1950
C -1.194 -6.530 0.245 0.00 0.02 0.00 -0.1449
C -0.639 -5.536 1.045 -0.01 -0.03 -0.02 -0.1883
C -0.971 -4.212 0.830 0.03 0.04 0.04 -0.2069
H -0.810 -3.171 -3.273 -0.02 0.01 0.02 0.2481
H 1.270 -4.245 -4.071 0.01 0.00 0.00 0.2495
H 3.417 -3.841 -2.938 -0.01 -0.01 -0.01 0.2449
H 4.686 -2.693 -1.027 0.01 0.01 0.01 0.2487
H 4.575 -1.208 0.966 0.00 0.00 0.00 0.2586
H 2.393 -0.216 1.620 0.00 0.00 0.00 0.2278
H -3.127 -4.617 -1.780 0.00 0.01 0.00 0.2557
H -2.521 -6.989 -1.378 0.00 0.00 0.00 0.2453
H -0.937 -7.566 0.424 0.00 0.00 0.00 0.2421
H 0.039 -5.800 1.846 0.00 0.00 0.00 0.2378
H -0.568 -3.435 1.468 -0.01 0.01 -0.01 0.2250
O -0.051 0.944 1.969 0.02 0.01 0.03 -0.5896
C -0.439 2.069 2.405 0.04 -0.08 0.02 0.4434
C 0.093 2.508 3.667 -0.02 0.03 -0.02 -0.1318
C -0.278 3.703 4.201 0.02 -0.03 0.01 -0.2019
C -1.197 4.512 3.508 -0.04 0.02 -0.04 -0.0529
C -1.738 4.109 2.283 0.02 0.05 0.07 -0.1694
C -1.389 2.912 1.699 -0.01 0.00 -0.03 -0.1031
C -1.976 2.494 0.431 -0.07 -0.01 0.01 0.3683
N -1.815 1.330 -0.206 -0.11 0.14 -0.05 -0.5240
C -2.596 1.359 -1.341 0.06 -0.08 0.05 -0.0454
C -3.235 2.553 -1.394 -0.04 0.06 0.05 -0.0218
N -2.839 3.243 -0.280 0.00 0.01 -0.05 -0.4567
H 0.788 1.842 4.158 0.00 0.01 0.01 0.2437
H 0.120 4.034 5.150 0.01 -0.01 0.00 0.2592
H -1.500 5.461 3.930 0.00 0.00 0.00 0.2503
H -2.454 4.775 1.819 0.00 -0.02 -0.02 0.2260
H -2.646 0.521 -2.014 -0.01 0.01 -0.01 0.2595
H -3.927 2.964 -2.108 0.00 -0.01 -0.01 0.2634
H -3.150 4.172 -0.046 0.00 0.00 0.00 0.4461
```
Forces are in eV/Å.

***

The following is a DFT calculation (ωB97M-V with the def2-TZVPD basis set) of a structure of composition C24H18N5OPt.

The LUMO energy (spin up / spin down) comes out at -4.1 / -4.0 eV. The HOMO energy (spin up / spin down) comes out at -10.0 / -9.9 eV. Its HOMO-LUMO gap (spin up / spin down) is 5.90 / 5.91 eV. As for the total charge: +1. As for the electronic energy: -37919.80738 eV. For the largest force on an atom, the calculation gives 3.2 eV Å⁻¹. The relative energy (zero: lowest compared OMol25 entry of this formula, charge and spin) is 1.9647 eV.

XYZ file:
```
49
Properties=species:S:1:pos:R:3:forces:R:3:nbo_charge:R:1
Pt 0.016 0.025 -0.046 0.15 -1.30 2.71 0.9863
C 4.349 -0.144 -0.317 0.12 -0.12 0.37 -0.2655
C 2.996 -0.223 -0.651 -0.13 -0.04 -0.20 0.0699
N 2.037 -0.219 0.256 -0.66 0.85 -0.43 -0.4805
C 2.334 -0.165 1.584 0.23 0.06 1.13 0.2083
C 3.686 -0.041 1.999 -0.17 -0.11 0.00 -0.0913
C 4.692 -0.031 1.006 -0.34 -0.03 -0.25 -0.0800
C 3.991 0.046 3.373 -0.15 -0.05 0.26 -0.2270
C 2.984 -0.022 4.300 0.63 0.08 -0.35 -0.1565
C 1.653 -0.157 3.917 -0.60 -0.11 -0.53 -0.2512
C 1.271 -0.220 2.576 0.91 0.08 0.43 0.1540
N 0.012 -0.344 2.091 -0.07 -0.18 -3.18 -0.5627
C -1.248 -0.229 2.574 -0.79 0.06 0.41 0.1555
C -1.637 -0.172 3.913 0.59 -0.08 -0.49 -0.2515
C -2.968 -0.034 4.292 -0.58 0.11 -0.35 -0.1568
C -3.972 0.050 3.362 0.10 -0.04 0.24 -0.2226
C -3.662 -0.043 1.990 0.16 -0.10 0.04 -0.0856
C -4.664 -0.029 0.995 0.34 -0.04 -0.27 -0.0965
C -4.319 -0.172 -0.326 -0.13 -0.13 0.38 -0.2716
C -2.967 -0.287 -0.655 0.18 -0.06 -0.16 0.0607
N -2.007 -0.268 0.253 0.52 0.90 -0.42 -0.4834
C -2.309 -0.182 1.580 -0.23 0.04 0.98 0.2020
H 5.098 -0.176 -1.093 0.00 0.03 -0.07 0.2451
H 2.685 -0.292 -1.687 -0.06 0.11 0.05 0.2200
H 5.725 0.054 1.304 0.11 0.01 0.05 0.2340
H 5.020 0.144 3.679 0.14 0.00 0.02 0.2268
H 3.213 0.016 5.353 0.06 0.03 0.11 0.2308
H 0.919 -0.232 4.699 -0.07 0.01 -0.02 0.2176
H -0.906 -0.246 4.697 0.07 -0.01 -0.02 0.2187
H -3.202 0.001 5.344 -0.06 0.03 0.12 0.2314
H -5.000 0.162 3.664 -0.13 -0.01 0.02 0.2253
H -5.698 0.073 1.287 -0.10 0.01 0.05 0.2358
H -5.068 -0.215 -1.101 -0.01 0.03 -0.10 0.2456
H -2.658 -0.406 -1.687 0.07 0.15 0.03 0.2218
N -3.775 4.310 -0.116 -0.36 -0.17 -0.05 -0.8073
C -2.646 5.048 -0.106 0.11 -0.25 0.03 0.6517
O -2.659 6.255 -0.066 0.04 0.26 -0.01 -0.5773
C -1.332 4.306 -0.132 0.36 0.07 0.05 -0.1673
C -0.181 5.081 0.016 -0.13 -0.19 -0.03 -0.0995
C 1.057 4.465 -0.007 -0.17 -0.08 0.01 -0.2276
C 1.112 3.090 -0.171 0.10 0.19 -0.06 0.0551
N 0.019 2.343 -0.323 -0.10 -0.28 -0.55 -0.5150
C -1.174 2.938 -0.304 -0.23 0.37 -0.02 0.0686
H -4.647 4.814 -0.118 0.02 -0.03 0.01 0.4189
H -3.806 3.307 -0.144 0.08 0.05 0.02 0.3911
H -0.297 6.150 0.140 0.02 -0.01 -0.01 0.2647
H 1.962 5.044 0.092 0.10 -0.03 0.03 0.2404
H 2.062 2.573 -0.200 0.04 -0.07 0.02 0.2069
H -2.022 2.283 -0.452 -0.02 0.00 0.02 0.1897
```
Forces are in eV/Å.